Entry 1:
Computed, not measured: C32H45Al2Cl5FKN4O8PS as an isolated structure at a distorted geometry, with wB97M-V/def2-TZVPD.

- highest occupied orbital energy (hartree) = -0.144
- net charge = -1
- lowest unoccupied orbital energy (hartree) = -0.0503
- energy relative to the best compared isomer or geometry (same formula, charge and spin) (kJ/mol) = 0.00
- electronic energy (eV) = -171218.204

XYZ file:
```
100
Properties=species:S:1:pos:R:3:mulliken_charge:R:1
C 3.785 -2.681 3.442 -0.509
C 3.599 -2.745 2.066 -0.552
C 3.009 -1.674 1.362 0.128
C 2.639 -0.549 2.111 -0.083
O 2.039 0.519 1.478 -0.586
C 0.550 0.366 1.638 -0.516
Al -0.189 1.295 3.305 0.092
C -2.225 1.352 3.405 -0.675
C -2.908 -0.023 3.194 -0.576
S -4.690 0.362 2.813 -0.171
C -5.369 -1.192 2.261 0.428
N -5.187 -2.216 3.051 -0.274
N -5.786 -3.260 2.390 -0.444
C -6.292 -2.851 1.296 -0.045
O -6.047 -1.475 1.133 -0.243
C 2.857 -0.469 3.492 0.201
C 3.427 -1.547 4.179 -0.516
H 4.253 -3.522 3.965 0.273
H 3.877 -3.619 1.465 0.350
H 2.849 -1.684 0.277 0.126
H 0.120 0.711 0.683 0.200
H 0.379 -0.729 1.705 0.443
H 0.371 0.537 4.610 -0.230
H 0.395 2.806 3.366 -0.368
H -2.642 2.094 2.700 0.387
H -2.522 1.677 4.425 0.329
H -2.918 -0.625 4.115 0.325
H -2.450 -0.610 2.380 0.316
H -6.808 -3.454 0.554 0.452
H 2.591 0.416 4.070 0.415
H 3.578 -1.496 5.260 0.325
C 0.850 -2.199 -3.719 -1.530
C 1.406 -1.544 -2.477 1.027
O 1.480 -2.120 -1.415 -0.573
N 1.842 -0.252 -2.577 0.099
C 1.857 0.574 -3.731 -0.788
H 0.551 -3.215 -3.478 0.309
H -0.026 -1.652 -4.072 0.368
H 1.612 -2.237 -4.502 0.339
H 2.190 0.130 -1.706 0.156
H 2.901 0.882 -3.930 0.209
H 1.226 1.481 -3.511 0.377
H 1.460 0.052 -4.606 0.252
Al 1.805 2.417 -5.225 0.533
F -0.383 3.948 -5.062 -0.696
C -1.532 3.022 -8.935 -1.300
C -2.560 3.262 -9.842 -0.280
C -3.666 3.995 -9.445 -0.431
C -3.738 4.497 -8.148 -0.314
C -2.708 4.260 -7.246 -0.635
C -1.606 3.519 -7.635 0.283
H -0.681 2.450 -9.236 1.089
H -2.500 2.874 -10.856 0.303
H -4.473 4.178 -10.143 0.358
H -4.601 5.073 -7.841 0.380
H -2.760 4.649 -6.236 0.449
H -0.811 3.337 -6.915 0.020
C 4.613 2.775 8.979 -0.380
C 3.691 3.787 8.747 -0.345
C 2.731 3.638 7.753 -0.469
C 2.687 2.474 6.997 -0.493
C 3.607 1.461 7.232 0.016
C 4.573 1.613 8.219 -0.389
H 5.364 2.893 9.752 0.339
H 3.720 4.694 9.340 0.339
H 2.015 4.430 7.567 0.377
H 1.935 2.355 6.224 0.395
H 3.572 0.553 6.643 0.221
H 5.294 0.824 8.398 0.366
O -2.549 2.290 -2.010 -0.555
P -1.043 2.513 -1.974 0.627
O -0.308 1.191 -2.191 -0.300
O -0.659 3.173 -0.659 -0.437
O -0.623 3.509 -3.076 -0.384
C -9.027 -0.588 -0.158 0.756
Cl -8.770 0.331 -1.645 -0.153
Cl -9.807 0.416 1.064 -0.137
Cl -9.980 -2.035 -0.484 -0.150
H -8.060 -0.900 0.221 -0.277
Cl -7.551 -4.026 -3.114 -0.187
C -8.541 -2.780 -3.913 -0.072
C -8.165 -2.596 -5.363 -0.436
Cl -6.553 -1.863 -5.555 -0.180
H -8.435 -1.855 -3.352 -0.035
H -9.579 -3.105 -3.841 0.302
H -8.877 -1.925 -5.844 0.290
H -8.171 -3.543 -5.900 0.327
C 7.612 -2.068 3.175 0.113
O 6.802 -2.108 4.071 -0.552
N 8.324 -3.132 2.724 0.149
C 9.279 -3.017 1.644 -0.937
C 8.114 -4.424 3.349 -0.924
H 7.841 -1.133 2.635 0.277
H 8.981 -3.674 0.822 0.331
H 10.270 -3.313 1.999 0.332
H 9.324 -1.992 1.279 0.290
H 7.068 -4.714 3.243 0.257
H 8.347 -4.356 4.414 0.289
H 8.751 -5.174 2.883 0.380
K 0.768 2.303 -10.001 1.020
```


Entry 2:
Computed, not measured: a 2-piece molecular cluster, C32H45BrClN2O3S2 overall at a distorted geometry, with wB97M-V/def2-TZVPD.

- highest occupied orbital energy (hartree) = -0.167
- net charge = -1
- lowest unoccupied orbital energy (hartree) = 0.0430
- electronic energy (eV) = -147273.322

XYZ file:
```
86
Properties=species:S:1:pos:R:3:mulliken_charge:R:1
C -5.213 0.008 -3.495 -0.909
C -4.981 -1.355 -2.824 -0.292
O -4.952 -1.212 -1.418 -0.343
C -3.961 -2.014 -0.808 -0.200
C -4.120 -1.986 0.717 -1.046
C -2.816 -1.550 1.424 -0.442
C -2.788 -0.044 1.788 -1.070
C -1.527 0.622 1.242 -0.585
C -1.364 2.113 1.533 2.900
C -0.838 2.493 2.948 -0.597
C -0.505 1.318 3.875 -1.146
C 0.961 0.867 3.746 0.726
C 1.179 -0.448 4.495 -0.970
C 2.653 -0.851 4.556 -0.546
N 2.771 -2.336 4.633 -0.593
C -2.658 2.961 1.366 -0.237
Br -3.744 2.519 -0.288 -0.259
O -2.219 4.257 1.164 -0.435
C -1.104 4.227 0.292 -0.763
O -0.809 5.101 -0.456 -0.562
C -0.598 2.796 0.377 -1.302
C 0.885 2.518 0.251 1.310
C 1.545 3.119 -0.979 -1.303
C 0.885 2.734 -2.309 -0.335
S 2.082 2.071 -3.523 -0.292
C 1.699 0.337 -3.430 0.013
S 0.250 -0.208 -3.896 -0.074
N 2.775 -0.442 -2.880 0.313
C 3.148 -1.599 -3.631 0.944
C 3.813 -2.646 -2.992 -0.313
C 4.204 -3.770 -3.699 -0.714
C 3.948 -3.903 -5.054 -0.469
C 3.314 -2.850 -5.698 -0.797
C 2.929 -1.721 -5.000 -0.403
C 2.503 -0.706 -1.473 -1.137
C 1.375 -1.371 -1.019 0.167
C 1.180 -1.589 0.339 -1.041
C 2.148 -1.163 1.239 -0.108
C 3.292 -0.517 0.800 -0.585
C 3.458 -0.285 -0.559 -0.237
H -6.086 -0.024 -4.144 0.307
H -4.362 0.235 -4.135 0.268
H -5.337 0.762 -2.724 0.178
H -4.067 -1.818 -3.206 0.329
H -5.796 -2.035 -3.104 0.269
H -4.055 -3.052 -1.157 0.354
H -2.959 -1.678 -1.102 0.173
H -4.914 -1.267 0.920 0.418
H -4.426 -2.960 1.097 0.351
H -1.976 -1.786 0.766 -0.076
H -2.703 -2.169 2.316 0.481
H -2.877 0.018 2.874 0.290
H -3.696 0.394 1.380 0.565
H -0.674 0.077 1.659 -0.707
H -1.510 0.435 0.165 0.741
H 0.041 3.123 2.859 0.056
H -1.600 3.098 3.438 0.346
H -0.641 1.654 4.908 0.593
H -1.149 0.445 3.761 0.215
H 1.172 0.746 2.680 -0.684
H 1.576 1.657 4.183 0.642
H 0.789 -0.322 5.510 0.526
H 0.597 -1.218 3.987 0.140
H 3.081 -0.578 3.590 0.194
H 3.174 -0.369 5.380 0.492
H 3.158 -2.604 5.530 0.238
H 3.455 -2.653 3.957 0.198
H -3.365 2.939 2.187 0.737
H -1.066 2.323 -0.499 0.264
H 1.377 2.971 1.115 0.394
H 1.058 1.436 0.315 -0.941
H 2.579 2.762 -0.986 0.656
H 1.621 4.202 -0.899 0.526
H 0.151 1.946 -2.146 -0.169
H 0.379 3.575 -2.775 0.546
H 4.052 -2.619 -1.940 0.344
H 4.723 -4.558 -3.169 0.354
H 4.240 -4.802 -5.578 0.388
H 3.117 -2.947 -6.757 0.366
H 2.442 -0.934 -5.556 0.465
H 0.631 -1.732 -1.715 0.740
H 0.279 -2.086 0.668 0.303
H 1.982 -1.370 2.290 0.566
H 4.049 -0.203 1.505 0.429
H 4.343 0.215 -0.929 0.450
Cl 0.393 5.277 2.127 -0.580
```